23
Properties=species:S:1:pos:R:3 method="wB97M-V/def2-TZVPD" relative_energy_kcal_mol=43.09 orbital_gap_ev=8.4 e_homo_ev=-7.87 lumo_energy_ev=0.5
C 1.86 -1.05 0.18
C 3.72 0.07 -0.32
C -3.50 0.53 -0.86
C -2.47 0.63 0.24
C -0.99 0.28 -0.13
C -0.06 0.46 1.04
N 3.08 -1.03 -0.32
N 4.78 0.43 -0.79
N 1.33 0.09 0.69
N 1.27 -2.26 0.26
S 2.35 1.44 0.42
H -3.85 -0.42 -0.81
H -4.28 1.16 -0.75
H -3.13 0.79 -1.84
H -2.62 1.58 0.57
H -2.64 -0.01 0.98
H -0.83 -0.68 -0.41
H -0.77 1.00 -0.90
H -0.27 -0.21 1.84
H -0.12 1.46 1.26
H 5.02 1.37 -0.90
H 1.67 -3.09 -0.09
H 0.44 -2.54 0.65

23
Properties=species:S:1:pos:R:3 method="wB97M-V/def2-TZVPD" relative_energy_kcal_mol=78.17 orbital_gap_ev=8.7 e_homo_ev=-11.87 lumo_energy_ev=-3.2 charge=+1
C -0.72 0.43 -1.60
C -0.95 1.46 -0.66
C -1.31 -0.73 -1.03
C -2.72 -1.22 0.96
C 2.83 1.44 0.03
C 1.77 -0.48 0.84
N -1.72 0.93 0.38
N 0.83 -1.98 -0.68
N 1.39 -1.11 -0.08
N -1.93 -0.38 0.10
N 2.44 0.66 1.13
H -0.38 0.40 -2.58
H -0.61 2.45 -0.56
H -3.54 -0.69 1.60
H -3.26 -2.01 0.41
H -2.17 -1.78 1.80
H 2.02 2.25 -0.17
H 3.75 2.05 0.18
H 3.09 0.87 -0.90
H -1.27 -1.74 -1.32
H 1.54 -2.64 -1.10
H -2.12 1.30 1.26
H 3.04 0.53 1.97

24
Properties=species:S:1:pos:R:3 method="wB97M-V/def2-TZVPD" relative_energy_kcal_mol=0.00 orbital_gap_ev=8.7 e_homo_ev=-11.96 lumo_energy_ev=-3.2 charge=+1
C 2.60 -2.10 2.76
C 0.90 -1.33 1.09
C 0.00 0.77 -2.68
C -0.74 1.87 0.50
C -2.69 0.38 -0.44
C -1.30 0.96 -0.51
N 2.44 -0.81 2.74
N 1.55 -0.39 1.83
N 0.90 -0.27 -2.77
N -0.01 -1.04 0.24
N -0.69 0.96 -1.63
S 1.53 -2.93 1.62
H 3.00 -2.55 3.60
H -0.14 1.51 -3.48
H -0.68 1.48 1.57
H -1.19 2.98 0.55
H 0.27 2.14 0.22
H -2.71 -0.46 -1.11
H -2.78 0.16 0.72
H -3.46 1.17 -0.65
H 1.51 -0.34 -3.61
H 0.67 -0.97 -2.07
H -0.49 -1.77 -0.36
H 1.51 0.57 1.87

20
Properties=species:S:1:pos:R:3 method="wB97M-V/def2-TZVPD" spin_multiplicity=2 relative_energy_kcal_mol=17.27 orbital_gap_ev="10.2 / 7.7" e_homo_ev="-9.25 / -9.22" lumo_energy_ev="1.0 / -1.5" s2=0.76
C 1.88 0.57 1.68
O 1.85 -0.60 2.27
C 1.02 0.35 0.31
C -0.35 -0.22 0.65
C -1.20 -0.64 -0.52
C -2.46 -0.18 -0.58
C -0.59 -1.52 -1.52
N 0.94 1.62 -0.41
H 2.88 0.94 1.35
H 1.30 1.34 2.23
H 1.60 -0.28 -0.37
H -0.85 0.52 1.27
H -0.20 -1.10 1.28
H -3.14 -0.35 -1.40
H -2.78 0.53 0.16
H -0.08 -0.85 -2.24
H -1.29 -2.11 -2.10
H 0.22 -2.18 -1.22
H 0.06 1.68 -0.91
H 1.19 2.47 0.06

20
Properties=species:S:1:pos:R:3 method="wB97M-V/def2-TZVPD" spin_multiplicity=2 relative_energy_kcal_mol=11.12 orbital_gap_ev="8.6 / 8.4" e_homo_ev="-7.69 / -8.79" lumo_energy_ev="0.9 / -0.4" s2=0.78
C 0.43 2.54 -0.42
O 1.73 1.93 -0.40
C -0.63 1.61 0.20
C -1.03 0.40 -0.55
C -0.74 -0.87 -0.12
C -1.16 -1.99 -0.84
C 0.79 -2.46 0.97
N 0.09 -1.18 1.05
H 0.13 2.61 -1.49
H 0.59 3.51 0.02
H -1.50 2.31 0.30
H -0.36 1.19 1.17
H -1.75 0.52 -1.34
H 1.58 0.98 -0.31
H -1.00 -3.04 -0.77
H -1.79 -1.80 -1.70
H 1.45 -2.72 1.80
H 0.09 -3.29 1.10
H 1.25 -2.65 -0.01
H 0.81 -0.46 1.17

20
Properties=species:S:1:pos:R:3 method="wB97M-V/def2-TZVPD" spin_multiplicity=2 relative_energy_kcal_mol=174.21 orbital_gap_ev="6.4 / 6.4" e_homo_ev="-8.53 / -8.52" lumo_energy_ev="-2.1 / -2.2" s2=0.75
C 3.53 0.01 -0.10
C 1.83 0.01 0.19
C 0.96 -0.28 -0.89
C -3.60 0.66 0.75
C -4.08 -0.02 -0.61
C -2.90 -0.49 0.09
O -1.69 -0.22 -0.56
N 4.34 0.06 0.97
H 3.68 0.73 -0.93
H 3.67 -0.95 -0.60
H 1.78 1.03 0.57
H 1.79 -0.62 1.07
H -3.95 0.59 1.77
H -3.16 1.60 0.41
H -5.01 -0.57 -0.69
H -2.80 -1.40 0.68
H -0.71 -0.18 -0.60
H 4.42 1.05 1.24
H 1.04 0.37 -1.76
H 0.87 -1.36 -1.00

20
Properties=species:S:1:pos:R:3 method="wB97M-V/def2-TZVPD" relative_energy_kcal_mol=5.86 orbital_gap_ev=12.2 e_homo_ev=-15.57 lumo_energy_ev=-3.4 charge=+1
C 0.63 -0.34 -0.30
C 2.56 0.89 -1.06
C 2.80 -1.38 0.07
C -4.69 0.44 0.07
C 1.99 -0.07 -0.01
C -3.27 0.17 -0.21
N -0.48 -0.51 -0.53
O -2.87 -0.83 -0.79
H 3.59 1.13 -0.80
H 2.00 1.82 -1.09
H 2.56 0.44 -2.05
H 2.83 -1.88 -0.89
H 2.37 -2.06 0.81
H 3.81 -1.14 0.37
H -5.33 -0.36 -0.30
H -4.97 1.39 -0.39
H -4.83 0.57 1.14
H 2.01 0.41 0.98
H -2.56 0.93 0.14
H -1.55 -0.82 -0.78

21
Properties=species:S:1:pos:R:3 method="wB97M-V/def2-TZVPD" relative_energy_kcal_mol=77.74 orbital_gap_ev=4.2 e_homo_ev=-1.03 lumo_energy_ev=3.2 charge=-1
C -1.57 -2.35 -0.49
C -0.29 -2.51 -1.27
O 0.74 -1.58 -0.97
C 0.32 -0.26 -0.98
O 0.30 0.34 -1.95
C -0.06 0.38 0.34
C 1.13 1.23 0.90
C 0.61 2.60 1.38
N 0.60 3.62 0.37
H -2.08 -1.41 -0.69
H -2.28 -3.13 -0.77
H -1.41 -2.38 0.58
H -0.53 -2.53 -2.34
H 0.11 -3.49 -1.04
H -0.29 -0.44 1.02
H -0.89 1.05 0.21
H 1.52 0.68 1.76
H 1.87 1.32 0.11
H 1.17 2.93 2.29
H -0.43 2.45 1.71
H 1.46 3.46 -0.17